# 1
The following is a quantum chemistry calculation of a molecular structure, C47H37N4O2RuS3, from the Open Molecules 2025 dataset.

```
94
Properties=species:S:1:pos:R:3
C -0.97030 0.74734 -1.16523
C -1.48734 4.00585 2.07962
C -0.91624 -3.27939 3.01564
H 2.41163 -2.06856 -6.51406
N -0.47194 -3.30544 1.73383
C -2.68737 0.90094 -2.83114
N 0.62040 -1.58302 3.23827
H 3.23712 -1.86384 -4.20278
C -1.46389 1.71652 1.43477
C 2.67831 -0.85659 3.24942
C 0.43384 -2.61507 7.57612
H -2.17723 -4.18374 4.48369
C -0.33114 1.14952 -3.44517
H 0.37036 -1.54490 -8.03610
C -0.15658 -2.23065 -7.37230
C 3.35256 2.61145 -1.21676
H 3.41569 6.00431 -1.01972
C 4.20370 1.48774 -1.11136
C 1.25422 -1.84933 -3.35800
H -1.07068 5.00325 2.02166
C -0.55483 -2.06074 -4.89174
C 0.03474 0.95492 -2.07369
H -2.95988 0.44249 2.31574
S 1.90505 -1.67465 -1.71977
C 3.84864 3.92549 -1.02631
C -0.81401 -2.29911 8.09576
H -0.96934 -2.30055 9.16606
C 3.02706 5.00449 -1.15809
S -0.74600 0.37908 0.56021
H 1.61338 -2.85361 5.80141
C 1.66474 4.82436 -1.49190
C -1.86029 -5.16918 1.25682
H 1.69417 1.38143 -4.18328
H 0.11175 3.45122 -1.93954
C 0.33676 -2.09860 -5.96073
H 4.89583 4.05560 -0.78432
H -0.53631 -4.16591 -0.13164
N 1.55385 -0.82818 3.89804
C -0.10888 -1.93179 -3.58643
C -2.32244 -5.15501 2.56430
H 5.25036 1.63856 -0.87998
C 1.15399 3.57293 -1.67285
H -3.09683 0.53930 -0.77692
C -2.59106 3.77187 2.90328
H 1.03130 1.66548 -6.51447
C -1.08661 1.48903 -6.12472
C -1.86408 -1.98424 7.24440
H -0.80505 -1.88595 -2.75927
C -0.22980 -2.30527 3.88630
H -2.68002 5.82197 3.55497
Ru 0.69208 -1.68401 1.23473
H -3.72982 0.88849 -3.12314
H -3.96742 2.28725 3.61644
C -1.84735 -4.20211 3.45500
H -2.20417 -5.90398 0.54395
H -1.36308 1.62591 -7.16172
H -2.83569 -1.73447 7.64832
C 0.64635 1.35437 -4.45130
H 3.72541 0.18920 4.63923
C 2.34669 0.04692 -1.60791
C -0.93368 -4.21875 0.87362
C 1.70467 -2.02603 -5.69490
C 2.17182 -1.90781 -4.39878
C 0.64016 -2.61029 6.20653
C -1.69669 1.12209 -3.81895
C -3.20983 4.88313 3.69862
C -0.91558 2.98937 1.33887
H -0.05402 3.17704 0.70995
C 1.47736 1.10816 -1.71367
N 3.76554 -0.25564 3.73667
C -3.11444 2.48085 2.97845
H -2.48576 -1.74119 5.20811
O 0.75511 0.37988 0.91048
H -3.09813 1.28784 -5.44956
C -2.05013 1.30222 -5.17715
C 1.98164 2.42547 -1.53059
H -1.22423 -2.02890 -7.44062
C 0.27541 1.51171 -5.75555
H -3.20203 4.64343 4.76248
S 2.84956 -1.74524 1.70477
O 0.65210 -1.90663 -0.84024
H -3.04520 -5.88829 2.89583
C -0.41180 -2.29862 5.34975
C -2.33747 0.70488 -1.53262
H -4.25046 5.02828 3.40576
H 4.35616 -0.63522 -1.20039
C -1.66635 -1.99095 5.87318
H 1.24943 -2.86543 8.24069
H 1.02704 5.68990 -1.61402
C 3.71247 0.23028 -1.29679
H 0.01860 -3.24147 -7.74473
H -1.61861 -2.12053 -5.08587
H 4.62856 -0.24850 3.22396
C -2.55554 1.44555 2.25109
```

Calculated values
expectation value of S²: 0.756
calculated total energy: -3471.721107 hartree
gap between HOMO and LUMO (alpha / beta): 6.7 / 6.4 eV
relative energy (zero: lowest compared OMol25 entry of this formula, charge and spin): 0.000 eV
charge: +2
spin multiplicity: 2
largest force on an atom: 0.5 eV/A

=====

# 2
The following is a quantum chemistry calculation of a molecular structure, C47H38HgN10Se at a distorted geometry, from the Open Molecules 2025 dataset.

```
97
Properties=species:S:1:pos:R:3
C 2.50762 2.61078 -1.40980
H -3.50311 4.54083 1.23265
C 1.67149 4.28607 4.84097
C -5.31779 3.80406 0.33336
H 3.32107 -4.87141 -0.82504
C -1.92867 4.51962 -2.18796
C 2.84593 3.52046 4.94110
C 3.84071 -4.03974 -0.36730
C -2.00775 2.03689 0.94803
C 0.70468 5.18641 -1.36667
C -1.60336 -4.08964 -0.81863
N -3.31777 -0.93233 -0.49429
N 1.53376 -1.53574 0.93893
C -0.91871 3.57251 -2.15802
Hg -0.05536 -0.27843 0.40207
C 0.70015 3.98730 3.90558
H -3.79974 -0.50501 -3.76355
C -2.04295 1.50880 -3.03056
C -3.99480 -3.91837 -1.29152
H 6.96153 -2.81237 0.15815
H -2.36612 6.57403 -1.79612
C 2.11483 2.15043 3.13383
C 1.68693 -2.73638 0.30769
H -3.69576 1.52612 -6.06390
C 2.01387 1.10504 2.14507
H 2.62022 3.17570 -0.48183
H 5.66969 -0.98617 1.24845
C -5.97049 2.71451 -0.25818
H -2.92757 -0.77237 -5.27972
C -2.22060 1.76400 -4.52476
N 2.94860 0.13718 1.92395
N 0.74019 -3.52116 -0.18427
C -2.44856 -1.96725 -0.55015
C -2.78888 -3.31879 -0.94193
H -1.41914 1.25253 -5.06550
C 5.22418 -3.94892 -0.37901
Se 0.80890 -0.02069 -2.55133
H 2.69714 1.55812 -1.19947
H 4.60048 3.72426 -4.94443
H -1.87773 0.44863 -2.84987
H -2.13696 2.83690 -4.72347
H -4.69156 -0.57429 -5.28131
C 3.06741 2.44080 4.10899
H 5.81002 -4.71610 -0.87066
C -1.60087 5.80905 -1.79940
H 3.54675 1.23888 -3.48704
C -3.76156 -0.23746 -4.82134
H 1.70544 5.44625 -1.04901
C -3.58378 1.27016 -5.00678
N -1.88687 0.75075 0.50343
C 0.12935 2.33278 1.98643
H 2.53207 2.43318 -4.27594
C 3.48561 3.12619 -2.46982
C -5.33493 1.49292 -0.39971
C 5.16864 -1.84516 0.82042
H -4.89115 -3.31675 -1.37822
N 0.84396 1.28423 1.47472
N -0.91180 2.22942 -2.48740
C -3.05823 0.28423 -0.01282
C -0.56378 -3.18820 -0.36793
H 5.59331 2.47360 -4.18322
C -4.00505 -5.28386 -1.50814
H 1.52924 5.12206 5.51581
H -5.84697 4.74420 0.43374
H -4.93104 -5.78066 -1.77271
H -6.98790 2.83725 -0.61008
H 3.95250 1.82483 4.20821
H -4.36802 1.80014 -4.45614
C -2.83495 -6.04795 -1.37835
H -5.83592 0.64163 -0.84416
C 3.78558 -1.92760 0.83627
H -2.88720 -7.11736 -1.54553
H 4.48892 3.11168 -2.03445
N -1.12912 -1.96370 -0.21846
N 1.12245 2.73000 -1.82646
C 4.63720 2.66663 -4.67342
C 0.32161 1.71718 -2.26231
N -1.11526 2.73619 1.64448
C 5.88047 -2.86330 0.20410
C -0.30451 6.13680 -1.40376
C 3.12319 -3.01937 0.23604
C 2.74204 -0.99509 1.27521
C -1.62958 -5.46525 -1.03374
C 0.37527 3.89408 -1.74239
H 4.60218 2.07740 -5.59020
H 3.24232 4.16779 -2.70482
C -3.35970 2.48055 0.63524
H -0.72348 -6.04679 -0.91928
H -0.08065 7.15886 -1.12779
H -2.93567 4.25167 -2.47998
C -4.01452 3.69661 0.78740
C 0.92756 2.92502 3.03278
H -0.21803 4.55715 3.83672
H -2.93306 1.81867 -2.48497
H 3.57885 3.77955 5.69603
C -4.02140 1.37796 0.04018
C 3.48017 2.29485 -3.75072
```

Calculated values
expectation value of S²: 0.877
calculated total energy: -4916.410561 hartree
gap between HOMO and LUMO (alpha / beta): 4.5 / 4.8 eV
relative energy (zero: lowest compared OMol25 entry of this formula, charge and spin): 1.308 eV
charge: -1
spin multiplicity: 2
largest force on an atom: 1.9 eV/A

=====

# 3
The following is a quantum chemistry calculation of a molecular structure, C47H39AsIN7O4RuSe at a distorted geometry, from the Open Molecules 2025 dataset.

```
101
Properties=species:S:1:pos:R:3
H 3.58413 -0.16435 -0.57690
C 3.94503 -1.97204 0.52051
H 6.88397 -3.64104 0.62093
H -7.16889 10.97339 -1.68558
H -0.02879 -3.74053 2.08414
H 6.09352 -2.91046 -4.07901
H 4.58155 -3.77160 1.50494
N -3.19044 3.96612 0.70563
C 2.44730 -3.49568 4.99173
C -1.19529 0.58057 -3.68873
H -4.33432 5.84552 -2.64468
H 2.56107 -3.06058 5.97739
Ru 0.07767 -1.96996 -0.30900
N -2.88767 -4.30443 -2.76242
C 2.39165 -2.68253 3.86650
C 3.01667 -0.84673 -3.24803
C 5.60684 -0.84281 -0.80005
C -4.64568 6.37417 -1.75316
H 2.05457 -5.10120 1.48736
C 2.36144 -4.87581 4.85671
H -1.45161 -5.82672 -4.31838
N -0.54745 -3.62851 1.22490
H -1.32383 0.54812 4.25941
Se 1.56991 -3.04471 -2.00175
H -0.32080 -4.41008 0.61680
C -1.09505 0.83018 -0.96822
H -5.75293 8.22073 1.43694
C -5.32828 7.57718 -1.85185
H 2.71965 2.64564 3.41960
H -2.46204 2.46035 3.14188
C -1.12940 0.85435 0.46637
H 0.10100 -5.44749 -3.52006
C -5.42881 7.69128 0.54910
C -1.57360 -4.45487 -2.64037
C -1.84838 1.83555 1.16620
C -0.45224 -0.28244 -2.87999
C 2.49100 0.75943 2.41950
O -2.06736 -1.96783 -0.21465
H -2.44713 2.33299 -3.68249
C -2.46605 2.82464 -0.99860
C -5.71212 8.25053 -0.69589
C -4.75184 6.49492 0.63512
C 4.86630 -2.95577 0.85390
N -3.15274 3.89382 -1.50680
C 2.49096 -1.19813 3.85339
H 2.17289 -6.53880 3.50818
C -1.99969 -3.60370 1.45612
C -1.28910 0.67346 3.18470
H -2.41796 -4.58518 1.65082
H 0.11952 -1.09111 -3.31889
H 7.54476 -1.76143 -0.84464
C -1.80676 1.77205 -1.71448
H -5.55340 7.97636 -2.83110
H -3.39434 4.29614 1.63087
C -3.57640 4.57025 -0.46347
C 6.53136 -1.82287 -0.46555
C 2.42044 -0.61181 2.59047
H 5.89705 -0.02173 -1.44282
C 4.18443 -2.92144 -3.08616
H 2.16419 -0.21390 -3.03133
C 2.24562 -3.28120 2.61276
H -1.22329 0.40830 -4.75639
C 2.64918 -0.37800 4.96423
C 2.22595 -5.46155 3.60211
O -6.35260 9.43512 -0.67971
N 5.16295 -1.08595 -4.28499
H -5.75909 10.25998 -2.49899
H 2.71643 -0.80395 5.95866
C 2.15854 -4.65812 2.47129
I -0.45879 -3.57536 -5.31678
C -0.86026 -5.06048 -3.82747
H 2.41830 1.19134 1.42918
N -0.39859 -0.16436 -1.56269
H 4.06703 0.65652 -4.37426
C -6.66389 10.04470 -1.92744
C -2.65583 -3.02848 0.22551
H 2.84939 1.63546 5.66946
H -4.54968 6.09266 1.62242
C 5.20451 -2.33902 -3.82958
H -7.32805 9.41419 -2.52171
C 2.72555 0.99960 4.80114
C -1.91029 1.72778 2.56356
C -0.58262 -0.24389 2.40384
O -3.65098 -3.56822 -0.23294
O -0.94218 -4.14465 -1.61490
C 6.16147 -2.87825 0.35634
H -2.21267 -2.94074 2.29393
C -2.47149 2.84359 0.37266
H -3.37233 -4.58063 -3.59739
C 4.08266 -0.35935 -3.98846
H 4.26211 -3.94677 -2.74427
C -1.86269 1.62520 -3.10710
C 4.31120 -0.92241 -0.31410
H -0.08694 -1.08436 2.86776
H -3.42066 -3.94592 -1.96873
C 3.06289 -2.16425 -2.79974
C -4.33811 5.82175 -0.51635
H 2.40683 -5.50337 5.73843
N -0.48677 -0.13572 1.08922
As 2.14598 -1.95148 1.23196
C 2.65268 1.57075 3.53453
```

Calculated values
expectation value of S²: 0.760
calculated total energy: -7528.396446 hartree
gap between HOMO and LUMO (alpha / beta): 6.4 / 6.6 eV
relative energy (zero: lowest compared OMol25 entry of this formula, charge and spin): 1.817 eV
charge: +1
spin multiplicity: 2
largest force on an atom: 3.3 eV/A

=====

# 4
The following is a quantum chemistry calculation of a molecular structure, C47H39BrClIrN3O4P2, from the Open Molecules 2025 dataset.

```
98
Properties=species:S:1:pos:R:3
O -0.52318 2.08036 -1.82203
C -4.25956 -1.35617 -3.55875
C 1.32980 -1.88266 4.28212
Ir -0.53553 0.59844 -0.25975
C 0.94807 5.60018 2.80825
C -3.92796 2.39211 -3.06979
H -5.72557 2.84687 -4.15867
O 0.74867 4.42373 0.77137
N 1.36678 0.83267 0.54118
C 0.62543 4.43628 2.12089
H 1.96415 -1.97322 -0.72681
C 4.65003 -1.35671 0.91063
Br 2.05163 0.72108 -2.73889
H 5.16931 -2.18221 2.81415
H -0.95342 -3.56409 -3.43405
C -3.33632 -1.52382 -2.53746
C 0.83100 5.64494 4.18747
C -2.96779 -1.66018 3.16322
H 0.27803 4.58616 5.97636
C 4.22459 -0.36059 -1.36442
O -2.33311 1.09829 -1.14297
H 0.20817 3.68258 0.43432
N -1.49712 -2.10678 -0.09686
C -3.37108 0.37792 1.91709
H -2.35397 -2.52830 3.37247
C 0.06512 -1.83728 2.23013
C 0.89641 -4.63196 -3.30105
H 3.36679 0.96062 0.78374
C -4.66742 3.03535 -4.04471
H -4.39657 1.67979 -2.40416
H 3.52473 -3.77698 -1.33766
P -1.14432 -1.02835 1.15642
C 5.54406 -1.77237 1.88605
C 0.38287 4.54029 4.90134
H 3.58551 -1.47737 1.07775
C -4.52607 0.59140 2.65421
H -0.61824 1.34348 2.77737
C 1.60036 -3.64444 2.66740
C 6.49656 -0.76577 -0.51460
C 7.38514 -1.17516 0.46324
H 1.08072 6.55898 4.71038
C 2.56535 0.66662 0.10799
C 2.15656 -4.69258 -2.72031
C -4.03275 3.93826 -4.88705
H -5.12693 1.47141 2.46855
H 2.05633 -4.57725 2.36188
H 7.60488 -1.99784 2.43288
C 0.06696 3.38007 4.21385
C -2.59237 -0.75289 2.17112
C -2.49974 -0.67361 -5.05111
H 6.86731 -0.38040 -1.45655
H 2.64183 -3.56045 4.53891
H -3.06325 1.09227 1.16458
C -3.84299 -0.92967 -4.81244
H -0.88408 3.75742 -3.68116
H 1.57666 -1.44044 5.23819
H -0.52082 -0.66171 -4.22875
C 1.92964 -3.07189 3.88653
H 0.59413 -5.38263 -4.01890
N 1.23168 1.40536 1.76951
C -1.94241 3.56423 -3.79439
C 3.03415 0.22795 -1.19761
H -4.42166 -2.14139 4.65818
H -2.21186 4.92352 -5.43806
H -1.87767 -3.04152 -0.02575
H 2.07298 1.76674 2.19290
P -0.76038 -1.38874 -1.46081
H -5.30762 -1.55090 -3.37243
C -1.57108 -0.85621 -4.03812
H 0.40261 -3.49648 0.90232
C 0.41138 -2.63548 -2.04580
H -4.56744 -0.79366 -5.60460
C 0.67033 -3.02990 1.84022
H 8.45003 -1.10894 0.28526
C -0.06803 2.02092 2.10408
H -3.66736 -1.82000 -1.54996
H -2.17446 -0.33370 -6.02523
H -5.80303 -0.14644 4.20852
C 5.11701 -0.82747 -0.29597
H 2.83677 -5.48943 -2.99078
O -0.77678 2.20346 0.92927
H 4.58483 -0.48744 -2.37885
H -0.08775 -0.36094 3.79315
C 0.19681 3.30966 2.83267
C -4.90253 -0.31708 3.63322
H -0.28780 2.50745 4.75276
C -2.56683 2.65460 -2.94588
Cl -4.95395 4.74014 -6.11020
C -1.98712 -1.28870 -2.77988
C -4.12604 -1.44070 3.88895
C -1.77425 1.94445 -1.93831
C 2.54411 -3.73369 -1.79517
C 0.02262 -3.60788 -2.96932
H 1.27640 6.46120 2.24153
C 0.39724 -1.27050 3.46176
C -2.67655 4.21215 -4.77042
C 1.67021 -2.71244 -1.45949
C 6.91000 -1.67393 1.66959
```

Calculated values
calculated total energy: -6100.819560 hartree
gap between HOMO and LUMO: 7.5 eV
relative energy (zero: lowest compared OMol25 entry of this formula, charge and spin): 0.146 eV
charge: +1
spin multiplicity: 1
largest force on an atom: 0.7 eV/A

=====

Q: Which of these has the lowest calculated total energy?
A: C47H39AsIN7O4RuSe